164
Properties=species:S:1:pos:R:3:forces:R:3 method="wB97M-V/def2-TZVPD" charge=+1 homo_lumo_gap_ha=0.264 e_tot_ev=-191415.6479
C 2.2976 -2.6664 4.7696 -0.60 0.18 -0.23
C 1.8338 -2.8890 3.3227 0.26 -0.37 0.40
N 1.7863 -1.6754 2.4850 -0.04 -0.89 0.06
C 0.5720 -1.2402 1.9980 -0.43 0.31 -0.08
N -0.0150 -0.0553 2.4567 1.90 -0.36 0.01
C 0.5637 1.0559 1.6425 -0.68 0.84 0.05
C -0.2596 2.3588 1.6487 -0.17 -0.70 0.23
C -1.7375 2.2156 1.7488 -0.13 0.37 1.37
F -2.3230 1.0505 1.4083 -0.03 0.25 -2.17
C -2.5944 3.2063 2.0974 0.45 -0.57 -0.52
F -3.5529 3.6406 1.2956 -1.14 -0.70 0.60
F -2.6594 3.7912 3.2813 0.77 0.73 -0.30
C 0.3905 0.0518 3.8902 -0.97 0.62 -0.30
C -0.5499 0.9147 4.7664 0.12 -0.59 1.41
N -0.3247 0.4525 6.1672 0.28 0.04 -0.31
N -0.1882 2.3131 4.7195 -0.15 0.13 -0.80
N -1.9338 0.6573 4.4541 0.18 0.01 -0.49
N -0.0490 -1.9472 1.0926 0.36 0.21 0.52
C 0.4510 -3.1933 0.5268 -0.54 -1.02 -0.80
C -0.6874 -4.2092 0.3262 -0.04 -0.24 0.41
C -0.2512 -5.6056 0.7800 -0.92 -0.01 -0.89
S -0.7928 -5.9185 2.4272 1.65 0.24 2.09
O -0.9612 -4.6796 3.1406 -0.50 0.41 -0.44
O 0.0935 -6.8352 3.0696 0.05 -0.50 -0.56
O -2.2034 -6.5804 2.2479 -0.23 0.02 -0.56
N -1.2617 -1.4677 0.5674 0.06 -0.10 0.12
C -1.1430 -1.1736 -0.6187 0.16 0.09 -0.16
S -0.8794 -0.8273 -2.0921 -0.24 0.00 -0.30
C 2.9856 -1.2817 1.8184 -0.47 0.35 0.22
C 2.9948 -1.0071 0.4583 0.16 0.17 -0.22
C 4.1821 -0.5963 -0.1217 0.25 0.08 0.23
C 5.3018 -0.4759 0.6804 -0.27 -0.08 0.16
C 5.1716 -0.7855 2.0259 0.32 0.09 -0.06
N 4.0423 -1.1786 2.6061 0.05 -0.04 -0.23
H 1.4847 -2.9287 5.4397 -0.05 -0.13 0.23
H 2.5159 -1.6195 4.9319 0.37 0.10 0.06
H 3.1507 -3.2849 5.0063 0.27 0.05 0.08
H 2.4803 -3.6290 2.8552 0.23 0.05 -0.23
H 0.8535 -3.3507 3.3432 -0.30 0.16 -0.13
H 1.5670 1.3071 1.9820 0.21 -0.15 0.16
H 0.6741 0.7426 0.6099 -0.19 -0.29 -0.16
H 0.0848 3.0628 2.4004 0.00 -0.02 0.26
H -0.0694 2.8470 0.6912 0.10 0.05 -0.17
H 0.3282 -0.9397 4.3155 0.06 -0.23 -0.05
H 1.4070 0.4299 3.9608 0.22 -0.02 0.17
H -0.5533 -0.5350 6.2432 -0.14 -0.04 0.05
H 0.6786 0.4795 6.3345 0.05 0.09 0.27
H -1.0034 2.8979 4.8297 -0.05 0.07 0.21
H 0.4504 2.5422 5.4668 0.06 0.02 0.07
H -2.4746 1.5015 4.3604 -0.12 0.03 0.07
H -2.3431 0.0671 5.1596 -0.19 0.09 0.13
H 0.8929 -3.0292 -0.4525 0.22 0.39 -0.06
H 1.2045 -3.6597 1.1409 0.17 0.47 0.36
H -1.5512 -3.9447 0.9231 -0.18 0.30 0.01
H -1.0173 -4.2438 -0.7042 0.08 0.04 -0.24
H 0.8168 -5.7572 0.6888 0.19 -0.22 0.35
H -0.7418 -6.3646 0.1779 0.06 -0.21 -0.14
H -2.7208 -6.3660 3.0403 -0.19 -0.02 0.02
H 2.1220 -1.0724 -0.1687 -0.24 -0.16 0.04
H 4.2402 -0.3659 -1.1717 -0.09 0.00 -0.20
H 6.2475 -0.1377 0.2985 0.17 0.03 -0.12
H 6.0322 -0.6731 2.6654 0.10 -0.10 0.24
C -5.9890 3.5443 -3.2404 -0.15 0.31 -0.05
O -5.2354 3.3675 -4.4580 0.48 -2.08 2.00
P -3.6239 3.5212 -4.3902 1.37 3.62 -3.98
O -3.4187 4.9755 -4.2293 -0.18 -0.16 0.82
O -3.3870 2.9212 -5.8471 0.21 -0.09 -0.21
C -4.0573 3.4928 -6.9722 -0.24 -0.07 -0.15
O -2.2181 2.8759 -3.8786 -1.74 -1.75 1.50
C -2.1214 2.3996 -2.5275 0.06 0.14 -0.14
H -7.0191 3.2742 -3.4524 0.02 -0.01 -0.09
H -5.6163 2.8986 -2.4455 -0.01 -0.03 0.00
H -5.9419 4.5853 -2.9231 0.06 0.01 -0.02
H -4.2090 4.5651 -6.8559 0.05 0.01 0.12
H -5.0170 3.0007 -7.1234 -0.04 0.03 0.05
H -3.4345 3.3176 -7.8463 0.09 0.00 0.04
H -2.8167 1.5762 -2.3505 0.03 -0.01 0.04
H -2.3206 3.2048 -1.8246 -0.04 0.14 0.16
H -1.1071 2.0389 -2.3795 0.02 0.08 -0.07
C 2.5913 -6.1035 -5.9959 0.23 0.19 -0.12
O 3.1731 -6.5795 -4.7574 -2.46 -0.51 -0.67
P 2.5381 -6.0877 -3.3762 3.77 0.88 3.28
O 2.9299 -4.6810 -3.1597 -0.73 0.30 -0.58
O 3.3335 -7.1262 -2.4695 0.03 -0.04 0.23
C 4.7639 -7.1121 -2.4735 0.12 -0.06 -0.05
O 1.1757 -6.3424 -2.5534 -1.10 -0.72 -2.23
C -0.0645 -6.2776 -3.2948 0.05 0.14 0.09
H 3.0656 -6.6465 -6.8068 0.06 -0.05 0.06
H 1.5196 -6.2949 -6.0281 -0.01 -0.04 0.00
H 2.7809 -5.0373 -6.1099 0.01 0.01 0.05
H 5.1466 -6.1026 -2.6229 -0.04 0.02 -0.01
H 5.1445 -7.7711 -3.2519 -0.03 0.02 -0.06
H 5.0936 -7.4835 -1.5069 -0.06 0.00 0.03
H -0.1100 -7.0610 -4.0511 -0.02 -0.04 0.03
H -0.1765 -5.3009 -3.7719 -0.01 0.00 0.03
H -0.8796 -6.4294 -2.5924 0.04 -0.02 0.05
C -5.6877 8.1576 5.4138 -0.04 0.10 0.31
O -4.6453 9.1020 5.0854 -0.68 -1.93 -1.60
P -3.1503 8.5468 4.8953 3.13 3.19 1.73
O -2.6171 8.2065 6.2214 -0.49 -0.80 0.07
O -2.5925 9.9024 4.2658 0.24 0.13 0.00
C -2.6648 11.1103 5.0283 -0.05 0.10 0.02
O -2.3585 7.6726 3.7945 -2.28 -0.66 -0.71
C -2.9506 6.4505 3.3174 -0.01 0.41 0.23
H -6.6339 8.6879 5.3685 0.04 0.08 -0.02
H -5.7154 7.3343 4.7001 -0.01 0.00 -0.03
H -5.5344 7.7692 6.4199 0.05 -0.01 0.00
H -2.5579 10.9094 6.0939 0.00 -0.04 0.01
H -3.6091 11.6184 4.8396 -0.06 -0.05 0.02
H -1.8496 11.7503 4.6999 0.03 -0.05 -0.02
H -3.8943 6.6522 2.8059 0.02 -0.04 -0.06
H -3.1183 5.7715 4.1482 0.00 0.01 0.04
H -2.2583 6.0068 2.6111 0.12 0.09 0.02
C 0.5591 8.8622 2.2330 0.30 0.10 0.31
O 1.4699 8.8287 1.1108 -2.48 -0.69 -0.14
P 1.7995 7.4195 0.4274 4.62 -0.09 -1.33
O 2.6862 6.6687 1.3343 -0.76 -0.24 0.53
O 2.5113 8.0728 -0.8401 0.26 -0.13 -0.18
C 3.6480 8.9152 -0.6484 0.04 0.12 0.00
O 1.0537 6.3459 -0.5218 -2.21 1.02 0.81
C -0.2581 5.8469 -0.2102 0.34 -0.08 0.22
H 0.3650 9.9043 2.4626 0.03 0.04 -0.05
H -0.3826 8.3823 1.9918 -0.18 -0.05 -0.03
H 1.0125 8.3764 3.0967 0.01 -0.03 -0.03
H 4.2361 8.5936 0.2112 -0.02 -0.02 0.02
H 3.3325 9.9490 -0.5144 -0.04 0.00 0.06
H 4.2568 8.8465 -1.5462 -0.02 -0.05 -0.02
H -1.0062 6.6406 -0.2092 0.02 0.02 -0.03
H -0.2364 5.3497 0.7665 -0.10 0.01 -0.04
H -0.5208 5.1240 -0.9786 0.06 0.03 -0.05
C 2.7906 -8.9031 5.4892 0.03 -0.03 0.28
O 3.0836 -10.2456 5.0537 -0.97 1.74 -1.60
P 1.8535 -11.1528 4.5390 0.67 -4.51 1.40
O 1.0638 -11.5483 5.7136 -0.36 0.85 0.12
O 2.7880 -12.2952 3.9351 0.02 -0.23 -0.01
C 3.6889 -12.9902 4.7972 0.09 -0.02 0.04
O 0.9070 -11.1781 3.2445 0.69 2.42 -0.29
C 0.3214 -9.9329 2.8114 -0.10 -0.14 0.10
H 3.7384 -8.4035 5.6691 0.05 -0.08 -0.01
H 2.2424 -8.3487 4.7264 0.00 0.01 -0.01
H 2.2112 -8.9287 6.4118 -0.03 -0.03 -0.01
H 3.2777 -13.0855 5.8020 -0.03 0.02 0.00
H 4.6474 -12.4737 4.8371 -0.02 0.06 0.02
H 3.8402 -13.9808 4.3764 -0.05 -0.01 -0.03
H 1.0937 -9.2212 2.5221 0.00 0.01 -0.02
H -0.2944 -9.5028 3.6023 0.00 0.01 -0.01
H -0.3019 -10.1450 1.9472 0.00 -0.11 0.01
C -0.5430 1.9995 -7.9063 0.22 -0.10 0.13
O 0.0070 2.3513 -9.1912 -2.46 -0.31 0.35
P -0.1804 1.2979 -10.3974 3.93 -0.01 -2.69
O 0.7230 0.1646 -10.1439 -0.53 -0.34 0.70
O 0.3043 2.3131 -11.5253 0.14 0.00 -0.19
C 1.6157 2.8715 -11.4516 0.07 0.09 0.02
O -1.3988 0.7945 -11.3111 -1.47 0.87 1.94
C -2.6391 0.4313 -10.6715 0.09 -0.16 -0.05
H -0.4563 2.8579 -7.2462 0.03 0.09 -0.12
H -1.5967 1.7359 -7.9969 -0.02 0.00 0.09
H 0.0122 1.1623 -7.4822 -0.01 -0.04 -0.05
H 2.3183 2.1687 -11.0040 -0.02 -0.03 0.01
H 1.6001 3.7966 -10.8763 -0.03 -0.02 0.06
H 1.9298 3.0945 -12.4678 -0.04 -0.04 -0.03
H -3.0831 1.2881 -10.1620 -0.01 0.02 -0.03
H -2.4805 -0.3819 -9.9599 -0.01 -0.01 -0.02
H -3.3200 0.0979 -11.4478 0.05 -0.01 -0.06